{
  "formula": "C3H11AlO3",
  "method": "ωB97M-V/def2-TZVPD",
  "symbols": ["Al", "C", "O", "H", "H", "H", "C", "O", "H", "H", "H", "H", "C", "O", "H", "H", "H", "H"],
  "xyz": [[-1.2234, -0.4844, -3.4125], [-1.1507, -0.2628, 0.4693], [-0.5828, 0.1234, -0.6413], [-0.4386, -0.9232, 1.0746], [-1.5296, 0.5695, 1.0749], [-1.9476, -1.0226, 0.2800], [0.5763, -2.7134, -0.5909], [0.8424, -1.6861, -1.5628], [1.4559, -3.3581, -0.5241], [0.4136, -2.2399, 0.3902], [-0.2758, -3.3014, -0.9129], [1.7181, -1.2987, -1.4184], [0.2697, 2.9782, 1.2172], [1.0189, 2.5475, 0.1340], [0.7606, 3.8071, 1.7276], [-0.7524, 3.2624, 0.9270], [0.2412, 2.2261, 2.0416], [0.6044, 1.7763, -0.2735]],
  "homo_ev": -17.596,
  "gap_ev": 3.984,
  "e_above_lowest_kj_mol": 0.0,
  "total_charge": 2
}



{
  "formula": "C3H11BrNO4V",
  "method": "ωB97M-V/def2-TZVPD",
  "symbols": ["V", "Br", "C", "O", "H", "H", "H", "H", "C", "O", "H", "H", "H", "H", "C", "N", "O", "O", "H", "H", "H"],
  "xyz": [[-16.7228, 8.1384, -19.6879], [-16.6808, 7.7985, -22.3637], [-16.7036, 10.5492, -24.8772], [-17.0356, 10.9424, -23.5112], [-17.2727, 9.6811, -25.2096], [-16.8180, 11.4110, -25.5348], [-15.6470, 10.3186, -25.0135], [-17.2257, 10.1701, -22.9737], [-15.9266, 6.1559, -26.2080], [-16.5873, 7.3212, -25.8025], [-15.6580, 5.6129, -25.3019], [-16.5230, 5.5301, -26.8719], [-15.1547, 6.3634, -26.9492], [-16.4069, 7.4514, -24.8686], [-20.2019, 8.6575, -23.2133], [-20.8926, 9.5830, -24.1284], [-20.8102, 10.8076, -23.9754], [-21.4349, 9.0599, -25.1182], [-19.9828, 7.8093, -23.8619], [-20.8424, 8.3176, -22.3995], [-19.2836, 9.1281, -22.8622]],
  "homo_ev": [-12.521, -12.526],
  "gap_ev": [4.096, 4.563],
  "s2": 3.79,
  "spin_multiplicity": 4,
  "e_above_lowest_kj_mol": 25.0,
  "total_charge": 1
}



{
  "formula": "C3H11N",
  "method": "ωB97M-V/def2-TZVPD",
  "symbols": ["C", "C", "H", "H", "H", "H", "H", "H", "C", "N", "H", "H", "H", "H", "H"],
  "xyz": [[2.4920, 0.5809, -2.5290], [1.4295, 0.1967, -1.4979], [3.5262, 0.4951, -2.1853], [2.4816, 1.6543, -2.9827], [2.5079, -0.0249, -3.3883], [1.2216, -0.7996, -1.6152], [1.6965, 0.6155, -0.5839], [0.5113, 0.6857, -1.7026], [-2.5220, -0.8966, 2.0546], [-1.7890, -0.2251, 3.2149], [-3.5833, -1.0446, 2.1483], [-2.1978, -1.9419, 1.7055], [-2.4635, -0.1381, 1.2582], [-2.3825, 0.6029, 3.2126], [-0.9286, 0.2397, 2.8907]],
  "smiles": "CC.CN",
  "homo_ev": -9.692,
  "gap_ev": 10.579,
  "e_above_lowest_kj_mol": 141.8,
  "total_charge": 0
}



{
  "formula": "C3H11N2",
  "method": "ωB97M-V/def2-TZVPD",
  "symbols": ["C", "N", "H", "H", "H", "H", "C", "C", "N", "H", "H", "H", "H", "H", "H", "H"],
  "xyz": [[-0.8393, -1.4244, -2.1318], [-1.3314, -0.6661, -1.2513], [0.1479, -1.2272, -2.5482], [-1.3185, -2.2896, -2.5871], [-2.2481, -1.0148, -0.9613], [-0.8824, 0.7646, -0.0074], [1.0284, -0.5655, 1.0840], [0.8494, 0.9397, 1.2508], [-0.2219, 1.5008, 0.3290], [1.5391, -0.8174, 0.1617], [1.5544, -0.9275, 1.9635], [0.0209, -0.9775, 1.1208], [0.5571, 1.1778, 2.2712], [1.7519, 1.5266, 1.0833], [-0.7580, 2.2283, 0.8000], [0.1505, 1.7723, -0.5772]],
  "homo_ev": -14.873,
  "gap_ev": 11.680,
  "e_above_lowest_kj_mol": 91.0,
  "total_charge": 1
}



{
  "formula": "C3H11N2",
  "method": "ωB97M-V/def2-TZVPD",
  "symbols": ["N", "C", "C", "N", "C", "H", "H", "H", "H", "H", "H", "H", "H", "H", "H", "H"],
  "xyz": [[1.8835, -0.0832, -2.7184], [1.3697, -1.1883, -1.9277], [-0.0478, -0.6558, -2.1660], [-0.9645, -0.9916, -1.0998], [-2.3908, -1.5800, -2.2435], [2.2727, 6.8369, 14.7728], [2.9950, -0.1150, -2.2586], [2.1375, 7.6134, 14.9118], [1.6846, -1.0431, -0.8667], [1.6137, -2.1861, -2.2664], [-0.4149, -0.8931, -3.1264], [0.0752, 0.5642, -2.0573], [-2.1088, -1.2326, -1.0820], [-2.4713, -0.6010, -2.8344], [-2.2091, -2.6110, -3.0821], [-3.4247, -1.8338, -1.9554]],
  "homo_ev": -13.738,
  "gap_ev": 5.145,
  "e_above_lowest_kj_mol": 1314.9,
  "total_charge": 1
}



{
  "formula": "C3H11N2",
  "method": "ωB97M-V/def2-TZVPD",
  "symbols": ["N", "C", "C", "C", "N", "H", "H", "H", "H", "H", "H", "H", "H", "H", "H", "H"],
  "xyz": [[0.1934, 1.2335, -1.2757], [1.1805, 0.4644, -0.4917], [0.6056, -0.9085, -0.1630], [-0.3075, -0.8412, 1.0790], [-1.4492, 0.0772, 0.7701], [0.5058, 2.1744, -1.4422], [-0.0524, 0.7477, -2.1331], [2.0983, 0.2740, -1.0546], [1.3533, 1.0347, 0.4117], [1.3315, -1.7006, -0.0359], [-0.0421, -1.4269, -0.8970], [-0.7290, -1.7265, 1.5122], [0.3269, -0.3479, 1.8070], [-1.8919, 0.4339, 1.6158], [-2.0526, -0.3721, 0.0787], [-1.0704, 0.8838, 0.2186]],
  "smiles": "NCCC[NH3+]",
  "homo_ev": -14.113,
  "gap_ev": 10.840,
  "e_above_lowest_kj_mol": 44.8,
  "total_charge": 1
}